An isolated molecule of C3H7O2P at a distorted geometry. Source: OMol25; level of theory: wB97M-V/def2-TZVPD.

The geometry in XYZ format:
```
13
Properties=species:S:1:pos:R:3:forces:R:3
C -1.343 0.815 -0.277 2.60 2.81 -1.16
C -0.148 0.505 0.589 -0.22 0.24 0.84
O 0.191 -0.857 0.742 -0.31 -1.18 -1.56
C 1.084 -1.248 -0.280 2.57 0.34 -1.30
P 2.290 0.284 -0.098 -0.92 -0.11 -3.04
O 1.000 1.265 0.237 0.00 -0.44 -0.43
H -1.002 0.612 -1.282 -0.19 0.46 -0.68
H -1.782 1.859 -0.165 1.03 -1.26 -0.13
H -2.069 0.154 -0.105 -2.98 -2.66 1.02
H -0.362 0.695 1.588 -0.59 1.04 1.90
H 1.710 -2.203 -0.095 -1.48 1.45 0.23
H 0.735 -1.294 -1.364 -0.28 0.04 1.50
H 2.553 -0.189 1.096 0.78 -0.73 2.81
```
Forces are in eV/Å.

Output
ΔE to the lowest compared entry with this formula, charge and spin, kJ/mol: 182.5
HOMO level, eV: -9.30
Spin multiplicity: 1
Gap between HOMO and LUMO, eV: 10.3
LUMO energy, eV: 0.994

=====

A 3-piece molecular cluster, C15H36BrN2O7P overall at a distorted geometry. Source: OMol25; level of theory: wB97M-V/def2-TZVPD.

The geometry in XYZ format:
```
62
Properties=species:S:1:pos:R:3:forces:R:3
C 4.464 -3.437 -5.209 -0.28 0.09 -1.01
P 3.451 -4.962 -4.593 0.97 -0.96 0.32
O 3.366 -6.114 -5.913 -0.05 0.16 1.67
C 1.671 -4.270 -4.199 1.50 0.97 -0.21
O 0.781 -4.910 -5.176 -3.87 2.79 0.28
C -0.426 -4.123 -5.452 0.57 6.02 0.17
O -0.546 -2.794 -5.440 1.25 -8.94 0.22
Br -2.105 -5.155 -5.971 2.24 0.76 0.59
H 3.856 -2.792 -5.999 1.49 -1.21 1.63
H 4.718 -2.791 -4.245 -0.55 -1.45 -2.09
H 5.452 -3.890 -5.701 -2.17 1.18 1.16
H 3.493 -7.059 -5.558 -0.25 2.42 -0.47
H 1.773 -3.110 -4.293 -0.74 -2.12 0.11
H 1.477 -4.555 -3.080 -0.16 0.35 -2.31
C 3.185 -1.487 2.578 -0.09 -0.43 0.17
O 1.983 -2.237 2.458 -0.06 0.68 0.30
C 0.792 -1.474 2.726 -0.33 -0.61 -0.70
C 0.052 -1.130 1.418 0.53 0.25 0.43
N 0.773 -0.130 0.629 0.14 -0.29 -0.16
C 0.348 -0.022 -0.771 0.11 -0.22 0.13
C 0.324 -1.297 -1.643 0.09 0.53 -0.43
O 1.614 -1.811 -1.985 -0.42 0.00 0.10
C 2.267 -2.509 -0.941 0.21 0.02 -0.32
H 4.017 -2.195 2.646 -0.18 0.02 -0.01
H 3.352 -0.864 1.702 0.10 0.27 -0.05
H 3.185 -0.866 3.482 -0.02 -0.01 -0.14
H 0.995 -0.590 3.330 0.18 0.14 -0.11
H 0.143 -2.134 3.311 0.03 0.08 -0.03
H -0.943 -0.741 1.662 0.02 -0.01 0.00
H -0.080 -2.064 0.868 -0.11 -0.16 0.08
H 1.764 -0.348 0.635 -0.22 0.04 0.10
H 1.020 0.699 -1.247 -0.07 -0.07 -0.05
H -0.651 0.428 -0.786 -0.06 -0.12 -0.07
H -0.139 -1.018 -2.600 0.17 -0.06 0.16
H -0.309 -2.087 -1.231 0.09 -0.08 0.20
H 1.574 -3.109 -0.346 0.00 0.11 0.11
H 2.816 -1.805 -0.318 0.02 -0.14 0.31
H 3.004 -3.185 -1.385 -0.11 0.07 -0.09
C -4.400 4.839 4.178 -0.19 -0.41 0.13
O -4.467 3.601 3.480 -0.27 0.62 -0.35
C -4.783 3.737 2.082 0.63 -0.80 -0.03
C -3.529 3.523 1.210 -0.34 0.52 0.35
N -2.587 4.637 1.326 0.07 -0.17 0.25
C -1.232 4.355 0.840 -0.06 -0.14 0.19
C -0.484 3.122 1.393 0.42 0.48 -0.10
O -0.062 3.240 2.754 -0.19 -0.20 -0.40
C -1.094 3.071 3.708 0.41 0.05 0.15
H -4.447 4.623 5.249 -0.01 -0.06 -0.17
H -3.460 5.351 3.985 0.09 0.27 -0.04
H -5.240 5.494 3.919 0.12 -0.04 -0.02
H -5.283 4.681 1.861 0.13 0.19 0.09
H -5.486 2.929 1.858 0.04 0.08 -0.01
H -3.836 3.423 0.163 0.01 0.01 0.04
H -3.080 2.577 1.520 -0.11 -0.18 0.00
H -2.514 4.917 2.299 -0.10 -0.09 -0.21
H -0.629 5.242 1.060 0.02 -0.10 -0.04
H -1.276 4.273 -0.252 0.04 -0.13 0.02
H 0.444 3.026 0.811 -0.18 0.01 0.19
H -1.025 2.185 1.238 -0.14 -0.02 0.11
H -1.806 2.295 3.417 -0.10 0.10 -0.06
H -1.594 4.023 3.878 -0.33 -0.06 0.09
H -0.642 2.774 4.660 0.08 0.01 -0.19
```
Forces are in eV/Å.

Output
HOMO level, eV: -8.50
Spin multiplicity: 1
Gap between HOMO and LUMO, eV: 8.4
LUMO energy, eV: -0.067

=====

A 2-piece molecular cluster, CH4INS overall at a distorted geometry. Source: OMol25; level of theory: wB97M-V/def2-TZVPD.

The geometry in XYZ format:
```
8
Properties=species:S:1:pos:R:3:forces:R:3
C -0.756 0.856 0.105 -0.01 1.32 0.29
N -1.562 -0.019 -0.289 0.82 -1.57 0.29
I -3.578 -0.340 0.056 0.64 0.99 -0.18
H -0.913 1.887 0.426 -0.98 0.04 0.44
H 0.341 0.712 0.154 -0.44 -0.80 -0.83
S 2.222 -2.233 -0.177 0.19 -0.13 -0.01
H 3.301 -3.010 -0.147 0.66 0.35 0.00
H 1.602 -3.399 -0.144 -0.88 -0.19 0.00
```
Forces are in eV/Å.

Output
ΔE to the lowest compared entry with this formula, charge and spin, kJ/mol: 167.6
HOMO level, eV: -8.93
Spin multiplicity: 1
Gap between HOMO and LUMO, eV: 8.6
LUMO energy, eV: -0.371

=====

A 2-piece molecular cluster, C3H13N2O overall at a distorted geometry. Source: OMol25; level of theory: wB97M-V/def2-TZVPD.

The geometry in XYZ format:
```
19
Properties=species:S:1:pos:R:3:forces:R:3
C -0.490 0.470 0.501 0.71 0.24 1.11
C 0.967 1.055 0.394 0.16 -1.42 -2.37
C 2.069 -0.021 0.419 0.80 1.65 -1.09
N 1.991 -0.785 -0.835 0.35 -1.96 0.28
N -0.754 -0.850 -0.232 0.91 0.07 -2.73
H -0.670 0.068 1.527 -0.22 1.55 -0.39
H -1.189 1.237 0.048 0.35 -1.29 1.24
H 1.280 1.762 1.160 -0.98 0.29 0.05
H 1.104 1.525 -0.665 -0.43 -0.34 1.94
H 2.051 -0.651 1.309 -0.01 -0.11 -0.17
H 2.995 0.608 0.400 -0.32 -0.82 0.55
H 2.658 -1.593 -0.844 -0.73 1.18 -0.05
H 0.060 -1.534 -0.390 -0.52 1.54 0.52
H 2.178 -0.215 -1.656 0.12 -0.03 0.30
H -1.560 -1.359 0.128 -0.14 0.40 0.20
H -0.975 -0.534 -1.204 -0.01 -0.82 0.74
H -4.298 0.870 0.328 1.49 -0.92 -0.16
H -3.899 -0.324 -0.510 -0.42 -0.59 -0.61
O -3.519 0.271 0.122 -1.11 1.37 0.65
```
Forces are in eV/Å.

Output
ΔE to the lowest compared entry with this formula, charge and spin, kJ/mol: 113.0
HOMO level, eV: -13.54
Charge: +1
Spin multiplicity: 1
Gap between HOMO and LUMO, eV: 10.3
LUMO energy, eV: -3.192

=====

An isolated molecule of C3H9NS2 at a distorted geometry. Source: OMol25; level of theory: wB97M-V/def2-TZVPD.

The geometry in XYZ format:
```
15
Properties=species:S:1:pos:R:3:forces:R:3
C -1.966 0.159 -1.658 0.16 -0.38 1.16
N -1.231 -0.423 -0.492 0.12 0.45 -0.85
C 0.189 -0.173 -0.554 1.38 0.05 1.52
C 0.905 -0.579 0.761 1.76 -0.95 -1.81
S 0.556 0.291 2.254 -1.32 0.66 0.21
S 2.317 0.327 3.197 0.74 -0.32 0.60
H -1.263 0.304 -2.473 -0.12 0.17 -0.18
H -2.773 -0.502 -1.971 0.09 -0.07 -0.07
H -2.414 1.094 -1.324 0.04 0.26 -0.51
H -1.532 0.081 0.334 -0.29 -0.21 0.07
H 0.557 0.857 -0.721 -0.83 0.23 -0.10
H 0.783 -0.732 -1.280 -0.81 -0.44 -0.47
H 0.985 -1.664 0.887 -0.78 0.05 0.20
H 1.951 -0.357 0.498 -0.12 0.25 0.34
H 2.936 1.315 2.542 0.00 0.26 -0.13
```
Forces are in eV/Å.

Output
ΔE to the lowest compared entry with this formula, charge and spin, kJ/mol: 90.7
HOMO level, eV: -8.98
Spin multiplicity: 1
Gap between HOMO and LUMO, eV: 9.6
LUMO energy, eV: 0.611

=====

An isolated molecule of C18H18N2O3. Source: OMol25; level of theory: wB97M-V/def2-TZVPD.

The geometry in XYZ format:
```
41
Properties=species:S:1:pos:R:3:forces:R:3
C -4.587 1.594 -6.940 -0.15 -0.05 -0.17
O -3.698 1.797 -5.869 0.22 -0.01 0.27
C -3.218 0.710 -5.205 0.10 -0.07 0.14
C -3.552 -0.610 -5.490 -0.13 0.19 -0.20
C -2.991 -1.636 -4.744 0.04 -0.06 0.06
C -2.121 -1.370 -3.706 0.03 -0.01 0.09
C -1.787 -0.050 -3.410 -0.19 0.15 -0.47
C -0.835 0.309 -2.317 0.23 0.17 0.10
O -0.077 1.261 -2.432 -0.12 -0.01 -0.07
C -0.893 -0.514 -1.121 0.15 -0.09 0.33
C -0.054 -0.268 -0.092 -0.13 0.00 -0.32
N -0.048 -0.954 1.070 -0.55 -0.40 -0.25
C 0.768 -0.767 2.177 0.44 0.13 0.56
C 1.764 0.206 2.243 -0.34 -0.26 -0.14
C 2.542 0.346 3.374 0.12 0.02 0.18
C 2.346 -0.485 4.474 -0.18 0.03 -0.38
N 3.099 -0.389 5.648 -0.14 -0.31 0.28
C 4.113 0.475 5.953 0.04 -0.24 0.49
C 4.658 0.241 7.349 0.13 0.19 -0.11
O 4.535 1.329 5.210 0.09 0.22 -0.22
C 1.352 -1.461 4.411 0.16 0.18 -0.02
C 0.577 -1.600 3.281 0.02 0.14 -0.19
C -2.324 0.977 -4.169 -0.04 0.00 -0.03
H -4.127 1.005 -7.740 -0.02 0.01 0.04
H -4.825 2.588 -7.318 -0.01 -0.10 -0.01
H -5.509 1.104 -6.612 0.05 0.01 -0.02
H -4.235 -0.853 -6.288 -0.06 0.02 -0.07
H -3.246 -2.658 -4.985 -0.01 -0.06 -0.02
H -1.679 -2.185 -3.153 0.02 -0.07 0.08
H -1.638 -1.291 -1.060 -0.07 -0.11 0.06
H 0.665 0.531 -0.202 0.05 0.07 0.01
H -0.732 -1.695 1.156 0.14 0.16 -0.03
H 1.941 0.866 1.410 0.04 0.08 -0.08
H 3.307 1.102 3.411 0.01 0.02 0.00
H 2.843 -1.057 6.362 0.14 0.18 -0.08
H 5.049 -0.771 7.436 0.01 -0.09 0.05
H 5.459 0.950 7.540 -0.01 0.00 -0.02
H 3.873 0.382 8.089 -0.05 -0.02 0.08
H 1.187 -2.116 5.256 -0.02 -0.07 0.08
H -0.190 -2.361 3.249 -0.07 -0.08 0.00
H -2.053 1.999 -3.957 0.05 0.12 0.02
```
Forces are in eV/Å.

Output
ΔE to the lowest compared entry with this formula, charge and spin, kJ/mol: 162.4
HOMO level, eV: -7.65
Spin multiplicity: 1
Gap between HOMO and LUMO, eV: 7.9
LUMO energy, eV: 0.294

=====

Repeat the fifth record exactly.
An isolated molecule of C3H9NS2 at a distorted geometry. Source: OMol25; level of theory: wB97M-V/def2-TZVPD.

The geometry in XYZ format:
```
15
Properties=species:S:1:pos:R:3:forces:R:3
C -1.966 0.159 -1.658 0.16 -0.38 1.16
N -1.231 -0.423 -0.492 0.12 0.45 -0.85
C 0.189 -0.173 -0.554 1.38 0.05 1.52
C 0.905 -0.579 0.761 1.76 -0.95 -1.81
S 0.556 0.291 2.254 -1.32 0.66 0.21
S 2.317 0.327 3.197 0.74 -0.32 0.60
H -1.263 0.304 -2.473 -0.12 0.17 -0.18
H -2.773 -0.502 -1.971 0.09 -0.07 -0.07
H -2.414 1.094 -1.324 0.04 0.26 -0.51
H -1.532 0.081 0.334 -0.29 -0.21 0.07
H 0.557 0.857 -0.721 -0.83 0.23 -0.10
H 0.783 -0.732 -1.280 -0.81 -0.44 -0.47
H 0.985 -1.664 0.887 -0.78 0.05 0.20
H 1.951 -0.357 0.498 -0.12 0.25 0.34
H 2.936 1.315 2.542 0.00 0.26 -0.13
```
Forces are in eV/Å.

Output
ΔE to the lowest compared entry with this formula, charge and spin, kJ/mol: 90.7
HOMO level, eV: -8.98
Spin multiplicity: 1
Gap between HOMO and LUMO, eV: 9.6
LUMO energy, eV: 0.611

=====

- What is the HOMO level in the sixth record?
  -7.65 eV

=====

- What is the gap between HOMO and LUMO in the first record?
  10.3 eV